# 1
C5H8N2 | ωB97M-V/def2-TZVPD

The geometry in ORCA input format:
```
! wB97M-V def2-TZVPD RIJCOSX def2/J DEFGRID3
* xyz 0 1
C 1.824 1.314 1.257
N 0.673 0.471 0.735
C -0.254 1.209 0.087
N -1.153 0.553 -0.571
C -0.852 -0.784 -0.443
C -1.705 -1.582 -1.453
C 0.243 -0.902 0.410
H 2.796 1.107 0.795
H 1.605 2.361 0.982
H 1.966 1.347 2.345
H -0.189 2.282 0.070
H -2.765 -1.312 -1.338
H -1.445 -1.192 -2.450
H -1.638 -2.672 -1.510
H 0.741 -1.750 0.868
*
```

Calculated values
Gap between HOMO and LUMO = 9.4548 eV
Energy above the lowest of the compared OMol25 structures with the same formula, charge and spin = 112.8 kJ/mol
SMILES = Cc1cn(C)cn1



# 2
C5H8N2 | ωB97M-V/def2-TZVPD

The geometry in ORCA input format:
```
! wB97M-V def2-TZVPD RIJCOSX def2/J DEFGRID3
* xyz 0 1
C -1.180 0.200 -0.187
C 0.785 0.877 0.000
C 0.908 -0.357 -1.090
C -0.006 -0.837 -0.125
C 0.830 -0.224 1.057
H -2.259 -1.206 0.143
H -1.114 2.072 0.523
H 1.480 1.850 0.049
H 0.607 -0.252 -2.184
H 1.879 -0.684 -0.709
H -0.756 -1.641 -0.181
H 0.049 -0.208 1.816
H 1.700 -0.789 1.177
N -2.341 -0.199 -0.011
N -0.583 1.397 -0.279
*
```

Calculated values
Gap between HOMO and LUMO = 10.0762 eV
Energy above the lowest of the compared OMol25 structures with the same formula, charge and spin = 432.8 kJ/mol



# 3
C5H8N2 | ωB97M-V/def2-TZVPD

The geometry in ORCA input format:
```
! wB97M-V def2-TZVPD RIJCOSX def2/J DEFGRID3
* xyz 0 1
C -0.060 -0.975 0.790
C 1.256 -1.583 0.378
C 0.066 1.316 -1.050
C -0.942 0.661 -0.166
N -2.173 0.568 -0.182
C -0.080 0.200 1.517
N -0.189 1.331 1.863
H -0.936 -1.605 0.883
H -2.671 0.888 -1.005
H 2.034 -0.826 0.265
H 1.159 -2.113 -0.571
H 1.614 -2.294 1.130
H 0.068 0.803 -2.014
H 1.065 1.272 -0.628
H -0.213 2.358 -1.209
*
```

Calculated values
Gap between HOMO and LUMO = 8.5561 eV
Energy above the lowest of the compared OMol25 structures with the same formula, charge and spin = 387.0 kJ/mol



# 4
C5H8N2 | ωB97M-V/def2-TZVPD

The geometry in ORCA input format:
```
! wB97M-V def2-TZVPD RIJCOSX def2/J DEFGRID3
* xyz 0 1
C 2.080 -0.764 0.227
C 0.863 -0.178 -0.475
C -0.395 -0.988 -0.464
C -1.378 -0.058 -0.112
N -2.779 -0.289 -0.108
C -0.809 1.195 0.170
N 0.511 1.161 0.038
H 1.887 -0.909 1.294
H 2.307 -1.736 -0.216
H 2.956 -0.114 0.114
H 1.084 -0.046 -1.548
H -3.213 -0.075 0.784
H -2.929 -1.272 -0.307
H -1.310 2.117 0.459
H 1.124 1.956 0.143
*
```

Calculated values
Gap between HOMO and LUMO = 8.2274 eV
Energy above the lowest of the compared OMol25 structures with the same formula, charge and spin = 272.4 kJ/mol



# 5
C5H8N2 | ωB97M-V/def2-TZVPD

The geometry in ORCA input format:
```
! wB97M-V def2-TZVPD RIJCOSX def2/J DEFGRID3
* xyz 0 1
N 0.205 0.483 -2.131
C -0.453 0.185 -0.864
C -1.059 -1.174 -0.858
N -1.496 -2.245 -0.906
C 0.533 0.361 0.298
C 0.557 -0.578 1.472
C 0.045 0.820 1.642
H -0.462 0.400 -2.894
H 0.939 -0.198 -2.307
H -1.276 0.903 -0.757
H 1.482 0.775 -0.035
H -0.164 -1.392 1.475
H 1.515 -0.837 1.914
H 0.659 1.534 2.183
H -1.025 0.963 1.768
*
```

Calculated values
Gap between HOMO and LUMO = 11.3070 eV
Energy above the lowest of the compared OMol25 structures with the same formula, charge and spin = 132.3 kJ/mol
SMILES = N#C[C@H](N)C1CC1



# 6
C5H8N2 | ωB97M-V/def2-TZVPD

The geometry in ORCA input format:
```
! wB97M-V def2-TZVPD RIJCOSX def2/J DEFGRID3
* xyz 0 1
C 1.196 0.803 -0.370
C -0.776 0.768 -1.486
N -0.169 0.068 -0.236
C -0.700 0.081 1.139
C -0.424 -1.102 1.701
N 0.139 -1.992 0.750
C 0.201 -1.331 -0.337
H 1.667 0.515 -1.318
H 1.018 1.882 -0.419
H 1.783 0.520 0.499
H -1.638 0.208 -1.832
H -1.091 1.728 -1.045
H -1.205 0.957 1.520
H -0.555 -1.428 2.730
H 0.553 -1.679 -1.296
*
```

Calculated values
Gap between HOMO and LUMO = 6.8788 eV
Energy above the lowest of the compared OMol25 structures with the same formula, charge and spin = 481.6 kJ/mol



# 7
C5H8N2 | ωB97M-V/def2-TZVPD

The geometry in ORCA input format:
```
! wB97M-V def2-TZVPD RIJCOSX def2/J DEFGRID3
* xyz 0 1
C -1.361 -1.284 -0.195
C -1.060 0.142 -0.531
C -0.207 1.770 0.524
N 0.135 0.701 -0.246
C 1.461 0.127 -0.403
C 1.842 -0.762 0.712
N 2.119 -1.470 1.584
H -1.238 -1.458 0.884
H -0.683 -1.979 -0.716
H -2.386 -1.544 -0.475
H -1.765 0.755 -1.078
H 0.198 2.756 0.298
H -0.767 1.610 1.438
H 1.514 -0.441 -1.336
H 2.178 0.955 -0.458
*
```

Calculated values
Gap between HOMO and LUMO (alpha / beta) = 8.3605 / 8.3630 eV
Energy above the lowest of the compared OMol25 structures with the same formula, charge and spin = 367.2 kJ/mol



# 8
C5H8N2 | ωB97M-V/def2-TZVPD

The geometry in ORCA input format:
```
! wB97M-V def2-TZVPD RIJCOSX def2/J DEFGRID3
* xyz 0 1
C -0.048 -1.460 -0.244
C -1.192 -1.395 0.732
N 0.828 0.641 -0.649
C 1.144 -0.225 0.263
C 0.457 1.810 -0.509
C -0.389 2.730 -0.897
N 2.003 -0.342 1.171
H 2.931 -0.086 0.834
H 0.558 -2.362 -0.142
H -0.373 -1.390 -1.282
H -0.089 3.771 -0.907
H -1.349 2.456 -1.326
H -0.834 -1.342 1.764
H -1.824 -0.521 0.553
H -1.823 -2.286 0.638
*
```

Calculated values
Gap between HOMO and LUMO = 8.7694 eV
Energy above the lowest of the compared OMol25 structures with the same formula, charge and spin = 404.2 kJ/mol
SMILES = [H]/N=C(/CC)N=C=C



# 9
C5H8N2 | ωB97M-V/def2-TZVPD

The geometry in ORCA input format:
```
! wB97M-V def2-TZVPD RIJCOSX def2/J DEFGRID3
* xyz 0 1
C 2.359 -0.580 0.230
N 1.070 -0.067 -0.172
C 0.721 1.230 -0.342
C -0.652 1.283 -0.295
C -1.052 -0.058 -0.077
C -2.425 -0.614 0.140
N 0.000 -0.860 0.002
H 3.155 0.044 -0.182
H 2.460 -1.604 -0.134
H 2.427 -0.582 1.322
H 1.469 1.999 -0.488
H -1.277 2.160 -0.391
H -3.157 -0.196 -0.556
H -2.764 -0.393 1.159
H -2.405 -1.701 0.024
*
```

Calculated values
Gap between HOMO and LUMO = 10.0211 eV
Energy above the lowest of the compared OMol25 structures with the same formula, charge and spin = 48.2 kJ/mol
SMILES = Cc1ccn(C)n1



# 10
C5H8N2 | ωB97M-V/def2-TZVPD

The geometry in ORCA input format:
```
! wB97M-V def2-TZVPD RIJCOSX def2/J DEFGRID3
* xyz 0 1
C -1.948 -0.483 0.876
N -0.791 -1.170 -0.753
C -0.394 -1.152 0.630
C 0.748 -0.222 0.681
C 0.788 0.337 -0.548
C 1.690 1.389 -1.104
N -0.210 -0.229 -1.364
H -2.815 -0.970 0.379
H -1.933 0.569 0.570
H -2.045 -0.594 1.942
H -0.341 -2.098 1.184
H 1.410 -0.009 1.510
H 2.720 1.038 -1.178
H 1.699 2.274 -0.468
H 1.378 1.697 -2.102
*
```

Calculated values
Gap between HOMO and LUMO = 9.7456 eV
Energy above the lowest of the compared OMol25 structures with the same formula, charge and spin = 241.5 kJ/mol
SMILES = CC1=C[C@@H](C)N=N1